Here is a cluster of 15 separate species, C60H165N15O15 in total at a distorted geometry from the OMol25 dataset. Energies are from ωB97M-V/def2-TZVPD.

Geometry as XYZ:
```
255
Properties=species:S:1:pos:R:3:forces:R:3
C 2.066 1.311 -6.103 0.37 -0.27 -0.36
C 1.232 1.387 -4.840 -0.86 0.67 -1.18
C 0.319 2.651 -5.040 -0.14 -1.14 2.48
O -0.828 2.654 -4.132 0.89 -0.27 -0.30
C -0.458 3.071 -2.831 -0.17 -0.06 0.40
N 0.414 0.176 -4.723 0.35 0.08 0.27
H 2.681 0.400 -6.069 0.00 0.33 -0.21
H 2.693 2.199 -6.276 -0.05 -0.27 0.28
H 1.400 1.243 -6.979 0.17 -0.13 0.23
H 1.891 1.513 -3.965 -0.40 -0.18 -0.10
H -0.126 2.588 -6.010 -0.03 0.39 -0.74
H 0.936 3.515 -4.798 -0.09 0.45 -0.64
H 0.346 2.509 -2.325 -0.12 -0.03 -0.50
H -1.317 3.059 -2.168 -0.39 -0.43 -0.12
H -0.215 4.113 -2.861 0.67 0.91 -0.07
H -0.360 0.459 -4.129 -0.41 -0.56 -0.05
H 0.037 -0.172 -5.615 0.24 0.60 0.41
C -2.017 -0.733 3.463 -1.85 0.18 -0.27
C -2.423 -1.064 4.890 -0.16 0.02 -0.10
C -3.441 -0.013 5.337 0.50 -1.04 -0.20
O -4.578 -0.035 4.526 0.07 -0.37 0.07
C -5.504 0.962 4.844 -0.30 0.10 -0.09
N -2.889 -2.471 5.035 -0.79 1.10 -0.43
H -1.741 0.325 3.380 0.55 -0.33 0.04
H -2.984 -0.777 2.901 0.96 -0.11 0.13
H -1.320 -1.435 3.026 0.33 0.05 -0.03
H -1.588 -0.927 5.563 0.45 -0.05 0.15
H -2.977 0.934 5.319 0.76 1.60 -0.61
H -3.595 -0.108 6.397 -0.98 -0.64 0.82
H -4.999 1.962 4.894 -0.63 -0.48 -0.52
H -5.917 0.792 5.840 -0.17 -0.05 0.18
H -6.330 0.834 4.101 0.70 0.71 0.56
H -3.450 -2.448 5.888 0.21 -0.44 0.05
H -3.616 -2.596 4.310 0.41 -0.11 0.28
C -6.632 -4.450 4.396 0.22 -0.25 0.72
C -7.224 -3.176 3.873 1.01 -0.52 -1.07
C -6.540 -2.852 2.528 -0.58 0.85 1.18
O -5.124 -2.857 2.656 -0.22 0.07 -0.65
C -4.549 -2.178 1.522 -0.09 -1.45 0.61
N -8.630 -3.365 3.773 -0.88 -0.78 0.18
H -7.117 -5.264 3.822 0.67 -0.05 0.30
H -6.982 -4.488 5.440 0.43 -0.60 -0.22
H -5.512 -4.453 4.320 -1.17 -0.23 0.12
H -7.098 -2.426 4.614 0.70 1.13 0.39
H -6.863 -1.836 2.288 -0.04 0.18 -0.47
H -6.961 -3.539 1.780 0.50 0.08 -0.08
H -3.474 -2.367 1.524 -0.12 -0.05 -0.01
H -4.726 -1.123 1.613 -0.21 0.68 -0.19
H -5.011 -2.624 0.643 0.12 0.37 -0.39
H -9.157 -2.640 3.325 -0.10 0.10 -0.31
H -8.850 -4.301 3.443 -0.28 0.48 -0.22
C 4.864 -2.153 -2.237 -1.84 -1.36 2.20
C 5.178 -1.316 -3.379 1.28 2.16 -1.01
C 5.779 -2.121 -4.498 -1.94 -1.46 -0.60
O 6.178 -1.312 -5.570 0.47 -0.53 0.02
C 6.396 -2.144 -6.690 0.61 0.10 -0.27
N 4.014 -0.434 -3.696 -0.01 -1.71 -0.27
H 5.652 -2.842 -1.893 -0.16 0.36 -0.27
H 3.934 -2.755 -2.420 0.77 0.22 -0.06
H 4.559 -1.501 -1.402 0.31 -0.25 -0.03
H 6.003 -0.636 -3.110 -0.22 0.12 0.19
H 5.000 -2.879 -4.858 0.44 0.84 0.19
H 6.556 -2.798 -4.125 0.48 0.44 0.02
H 5.462 -2.508 -7.059 -0.91 -0.25 -0.39
H 7.001 -3.040 -6.495 0.13 0.27 0.38
H 6.888 -1.586 -7.478 0.05 0.28 0.00
H 3.309 -1.068 -4.122 0.20 0.66 0.41
H 4.276 0.193 -4.439 0.20 0.24 -0.31
C -3.848 1.636 -2.142 -0.35 0.76 -1.13
C -4.015 0.418 -3.017 0.49 -2.53 1.17
C -5.430 0.185 -3.678 1.56 -0.02 0.36
O -5.209 -1.026 -4.459 -1.09 0.88 -0.44
C -6.255 -1.227 -5.440 0.19 1.38 0.61
N -2.930 0.346 -3.992 0.02 0.41 2.19
H -2.958 1.664 -1.522 0.39 -0.39 -0.29
H -4.659 1.742 -1.441 -0.60 0.23 0.03
H -3.802 2.477 -2.869 -0.14 0.07 0.84
H -3.824 -0.501 -2.315 -0.71 1.30 -1.20
H -5.723 1.104 -4.251 0.22 -0.93 -0.12
H -6.203 0.004 -2.912 0.22 0.01 -0.22
H -6.156 -0.468 -6.253 -0.13 -0.38 0.51
H -7.215 -1.041 -4.900 0.34 -0.58 -0.77
H -6.158 -2.208 -5.911 -0.10 0.01 0.49
H -3.150 -0.277 -4.694 -0.54 -1.63 -1.74
H -2.650 1.207 -4.382 0.27 1.32 -0.30
C -5.173 -6.741 0.312 1.33 -0.31 2.14
C -6.261 -5.796 -0.001 -0.96 0.84 0.31
C -5.839 -4.723 -1.001 1.70 0.28 0.31
O -6.673 -3.577 -1.050 -0.56 -0.65 -0.13
C -6.368 -2.819 -2.222 -0.14 -1.06 0.48
N -7.360 -6.561 -0.559 0.64 -0.10 -0.41
H -4.369 -6.201 0.804 0.39 0.24 -0.07
H -4.769 -7.191 -0.552 0.39 -0.63 -1.14
H -5.378 -7.540 1.069 -0.54 0.58 -0.80
H -6.526 -5.238 0.909 -0.14 -0.21 0.09
H -5.754 -5.220 -1.959 -0.30 -0.08 -0.69
H -4.796 -4.343 -0.814 -0.55 -0.57 0.24
H -6.479 -3.522 -3.092 0.51 0.92 0.38
H -5.353 -2.402 -2.076 -0.36 -0.10 -0.68
H -7.126 -2.044 -2.288 0.11 0.19 -0.06
H -7.784 -7.190 0.092 -0.19 -0.20 0.41
H -8.031 -5.942 -0.927 -1.18 0.64 -0.41
C 3.580 -0.385 4.985 1.14 -2.00 -0.12
C 2.218 0.140 4.705 -2.95 -2.76 2.00
C 1.286 0.102 6.079 3.35 0.85 -1.26
O 1.052 -1.200 6.427 1.60 -1.48 -1.51
C 0.380 -1.362 7.595 -1.98 0.46 0.82
N 2.301 1.410 4.091 1.58 -0.26 -0.39
H 4.176 0.408 5.395 0.85 0.64 -0.36
H 3.890 -0.818 4.006 0.72 0.77 0.78
H 3.808 -1.216 5.725 -1.32 0.74 -0.73
H 1.755 -0.619 3.998 0.00 0.96 0.73
H 0.393 0.644 5.972 -1.57 0.92 -0.48
H 1.886 0.644 6.869 -0.35 -0.40 -0.40
H 0.789 -0.675 8.353 -0.14 -0.36 0.25
H 0.365 -2.416 7.934 0.22 0.63 -0.28
H -0.669 -1.042 7.351 0.32 -0.30 0.98
H 1.431 1.853 4.115 -1.57 1.07 -0.08
H 3.000 1.944 4.580 -0.02 0.52 0.17
C 0.145 -6.747 -0.449 0.63 1.19 1.16
C -1.260 -6.170 -0.223 -0.14 -1.29 -1.90
C -1.372 -5.088 0.734 1.95 0.38 2.37
O -0.826 -5.547 1.995 -0.25 0.55 -0.55
C -0.661 -4.450 2.850 0.21 0.85 0.42
N -1.932 -5.602 -1.409 0.75 0.05 -0.95
H 0.554 -7.084 0.531 -0.40 -0.17 -0.68
H 0.842 -5.924 -0.718 -0.36 -0.37 -0.27
H 0.187 -7.537 -1.194 -0.10 -0.02 0.00
H -1.877 -6.969 0.190 -0.22 -0.23 -0.25
H -2.391 -4.859 0.846 -1.54 0.50 0.30
H -0.848 -4.168 0.447 0.17 -0.07 -0.24
H -1.597 -4.011 3.227 -0.04 -0.42 0.03
H -0.163 -3.621 2.330 0.18 0.01 -0.16
H -0.014 -4.694 3.695 -0.25 -0.33 -0.04
H -1.328 -4.877 -1.854 -0.51 -0.59 0.67
H -2.017 -6.275 -2.172 -0.03 -0.14 0.38
C 3.286 7.047 -6.753 -2.22 -1.28 -1.88
C 2.095 6.613 -5.891 1.46 -1.12 1.42
C 2.595 5.919 -4.587 -0.22 1.06 -0.93
O 3.234 4.715 -4.957 -0.39 -0.20 0.77
C 3.711 3.990 -3.844 0.27 0.67 1.29
N 1.247 7.694 -5.385 -0.41 -1.32 0.32
H 2.813 7.110 -7.782 0.96 0.56 0.83
H 4.098 6.320 -6.867 -0.33 0.05 0.51
H 3.619 7.973 -6.398 0.78 1.49 0.26
H 1.523 5.866 -6.441 -0.10 -0.15 -0.13
H 1.705 5.838 -3.926 0.45 -0.69 -0.07
H 3.276 6.637 -4.083 -0.04 -0.44 -0.12
H 2.994 3.919 -3.001 -0.21 0.14 -0.47
H 4.607 4.458 -3.379 -0.26 -0.11 -0.48
H 3.951 2.980 -4.108 0.19 -0.47 -0.52
H 0.374 7.176 -5.172 0.38 1.16 -0.06
H 1.064 8.374 -6.087 -0.36 0.54 -0.67
C 8.149 -1.960 2.543 0.57 1.25 -3.68
C 6.823 -1.369 2.070 -0.46 0.30 1.52
C 5.749 -2.406 1.964 -1.30 -0.91 -0.11
O 4.490 -1.800 1.671 -0.47 0.51 -0.76
C 3.471 -2.769 1.400 0.52 0.07 0.52
N 6.342 -0.481 3.117 0.27 1.40 0.31
H 8.407 -2.645 1.725 0.43 -0.26 0.46
H 8.008 -2.453 3.424 -0.28 -1.42 2.41
H 9.005 -1.245 2.629 -0.96 -0.27 -0.05
H 6.859 -0.924 1.097 0.53 0.63 -0.80
H 5.579 -2.896 2.923 0.58 -0.43 0.18
H 5.895 -3.128 1.155 0.58 -0.23 0.14
H 2.676 -2.350 0.786 0.05 0.27 0.31
H 3.093 -3.184 2.341 -0.22 0.16 -0.03
H 3.883 -3.604 0.852 0.26 -0.35 -0.36
H 7.074 0.183 3.390 -0.26 -0.31 -0.15
H 5.546 0.092 2.818 0.34 -0.46 0.09
C 0.458 7.802 0.444 -2.31 0.33 0.04
C 0.955 7.252 1.724 0.81 -0.57 0.53
C 1.413 5.835 1.396 -1.15 -1.21 1.24
O 0.283 5.024 0.990 0.83 0.31 -0.02
C 0.717 3.767 0.506 0.56 0.05 -0.69
N 2.147 7.941 2.188 0.94 0.80 0.40
H 0.199 8.855 0.499 -0.40 0.11 0.09
H -0.364 7.175 0.056 0.06 0.57 0.18
H 1.213 7.731 -0.273 1.49 -0.14 -1.23
H 0.263 7.294 2.593 -0.02 -0.33 -0.83
H 1.789 5.305 2.294 0.46 0.54 -0.33
H 2.184 5.918 0.619 -0.07 -0.32 0.01
H -0.157 3.189 0.233 -0.19 -0.14 0.29
H 1.393 3.181 1.177 -0.61 0.63 -0.05
H 1.271 3.882 -0.440 0.06 0.10 0.18
H 1.904 8.644 2.862 -0.15 0.09 0.50
H 2.645 8.490 1.488 -0.27 -0.55 -0.29
C -2.315 4.497 3.645 0.66 0.93 -0.01
C -1.139 4.420 4.681 -1.09 -1.04 -1.40
C -1.707 3.888 5.994 1.78 0.11 -0.20
O -0.701 4.035 7.004 -0.33 -0.04 -0.65
C -1.114 3.810 8.321 -0.15 0.13 0.50
N -0.080 3.551 4.081 -0.77 0.38 1.05
H -3.129 5.095 4.043 -0.15 0.12 0.10
H -2.752 3.577 3.264 0.29 -0.57 0.60
H -1.981 4.992 2.727 0.18 0.16 0.18
H -0.733 5.403 4.900 -0.13 0.42 -0.20
H -1.928 2.847 5.812 -0.36 -0.54 0.31
H -2.570 4.465 6.266 -0.73 0.25 0.18
H -1.771 4.581 8.753 0.14 0.25 -0.42
H -0.199 3.791 8.901 0.05 -0.10 0.27
H -1.663 2.883 8.480 0.11 -0.44 -0.28
H -0.081 3.651 3.063 0.38 0.29 0.55
H 0.782 3.849 4.530 0.17 -0.23 -0.65
C 1.293 -4.061 -3.456 0.88 -0.38 -0.98
C 0.704 -3.870 -4.830 -0.69 1.40 0.12
C -0.738 -3.383 -4.729 0.77 -0.03 0.10
O -1.414 -4.114 -3.752 -0.91 0.22 -0.09
C -2.818 -4.094 -4.003 -0.16 -0.52 0.31
N 1.412 -2.874 -5.625 -0.14 -1.47 -1.08
H 2.335 -4.329 -3.701 -0.11 0.15 0.90
H 0.809 -4.852 -2.920 -0.15 -0.55 0.34
H 1.191 -3.149 -2.888 0.28 0.37 0.27
H 0.685 -4.779 -5.403 0.14 -0.66 -0.10
H -1.180 -3.529 -5.689 -0.60 -0.05 -0.92
H -0.810 -2.325 -4.480 0.28 0.41 0.02
H -3.291 -3.097 -4.191 0.73 -0.53 -0.05
H -3.260 -4.500 -3.100 -0.28 0.01 0.15
H -3.013 -4.818 -4.812 -0.23 0.51 -0.06
H 1.382 -1.978 -5.227 0.09 1.42 0.78
H 2.347 -3.150 -5.895 -0.03 0.07 0.16
C 5.853 2.181 -0.318 0.62 0.45 -2.04
C 5.453 2.363 1.078 -1.49 1.56 1.90
C 5.093 3.889 1.345 -0.74 -1.78 -0.14
O 6.222 4.615 1.156 2.45 0.69 -0.38
C 6.066 5.987 1.300 -0.31 0.85 -0.02
N 4.287 1.589 1.439 -0.58 -2.05 -0.79
H 6.320 1.221 -0.551 -0.08 -0.08 0.26
H 6.618 2.964 -0.505 -0.43 -0.48 -0.31
H 5.002 2.296 -1.039 0.56 0.08 0.65
H 6.282 2.187 1.750 0.65 -0.23 0.17
H 4.752 4.065 2.372 -0.41 -0.37 0.11
H 4.315 4.209 0.642 -0.35 -0.10 -0.05
H 5.363 6.377 0.550 0.61 0.18 -0.59
H 7.039 6.524 1.379 -0.69 -0.61 -0.56
H 5.510 6.241 2.182 -0.19 -0.09 1.20
H 3.962 1.674 2.401 0.08 -0.10 -0.23
H 4.332 0.553 1.160 0.00 2.04 0.66
C 0.548 0.443 0.954 0.29 2.35 -2.22
C 1.282 0.081 -0.358 0.92 -1.31 0.42
C 0.315 -0.482 -1.402 -0.67 0.77 -0.38
O -0.365 -1.593 -0.851 0.23 -0.72 0.44
C -1.736 -1.766 -1.184 0.76 -0.55 -0.99
N 1.997 1.251 -0.891 1.04 0.11 -1.26
H 0.290 -0.343 1.612 -0.38 -0.81 0.40
H -0.305 1.112 0.639 0.24 -1.11 0.50
H 1.197 1.174 1.420 0.30 -0.27 0.76
H 2.022 -0.764 -0.179 -0.73 0.78 0.14
H 0.801 -0.744 -2.355 0.20 -0.16 0.26
H -0.407 0.308 -1.695 0.05 -0.10 0.30
H -2.320 -1.029 -0.654 -0.50 0.29 0.13
H -2.057 -2.801 -0.940 0.31 0.66 0.20
H -1.860 -1.680 -2.280 -0.18 0.25 0.33
H 2.644 1.735 -0.214 -0.84 -1.22 -0.66
H 2.580 0.945 -1.734 -0.90 0.52 1.57
```
Positions in Å, forces in eV/Å.

Results
Energy relative to the best compared isomer or geometry (same formula, charge and spin), kcal per mole: 103.0
Charge: 0
Total energy, a.u.: -4334.56936
HOMO level, eV: -8.4
Strongest force on any atom, eV Å⁻¹: 4.51
Gap between HOMO and LUMO, eV: 8.9
LUMO energy, eV: 0.530